Entry from the Open Molecules 2025 dataset: an isolated ion of composition C9H12N3O2 and charge +1 in a non-equilibrium geometry (the ωB97M-V functional and the def2-TZVPD basis).

Its gap between HOMO and LUMO (spin up / spin down) is 0.20877 / 0.28284 Ha. As for the total energy: -664.2814 a.u. Its SMILES is C#C[C@@H]1N(C)C([N+](=O)[O-])=C(CC)[N+]1=C. The total charge is +1. For the LUMO energy (spin up / spin down), the calculation gives -5.9069 / -5.0955 eV. Its energy relative to the best compared isomer or geometry (same formula, charge and spin) is 835.45 kJ/mol. The maximum force is 8.15 eV/A.

XYZ file:
```
26
Properties=species:S:1:pos:R:3:forces:R:3
C 3.0687 -1.3133 1.6601 0.697 0.072 -0.221
C 2.4372 -0.6182 0.9073 -0.938 -0.911 -0.107
C -0.7469 -0.6292 -0.2860 0.464 3.795 3.852
C -0.5674 0.7230 0.8814 -0.078 -6.415 -5.023
C 1.0255 -1.5624 -1.6553 -3.810 -0.258 0.983
C 1.4577 0.0790 0.0183 1.518 0.113 2.202
C -2.3253 -0.3403 -2.0329 -3.697 -3.607 0.561
C 1.3945 2.0196 1.5355 2.231 1.538 0.729
C -2.0707 -1.1945 -0.7473 4.730 -0.564 -2.439
N 0.6891 1.0227 0.8877 0.033 -1.947 -2.305
N 0.5345 -0.7885 -0.7040 -1.098 0.419 1.090
N -1.6094 1.3360 1.4874 -0.847 1.501 0.197
O -2.6450 1.2454 0.8143 -0.249 0.336 1.313
O -1.3646 2.0028 2.5022 -0.917 -0.685 -0.764
H 3.7946 -1.8905 2.2359 -0.732 0.451 -0.309
H 1.9722 -1.5491 -1.9523 3.893 0.328 -0.795
H 0.3311 -2.2050 -2.1071 -0.701 -0.791 -0.636
H 2.0691 0.5419 -0.7220 0.120 1.202 -0.566
H -1.5715 -0.2438 -2.7677 0.732 -0.676 -0.819
H -2.5626 0.6022 -1.7106 -0.663 2.457 0.782
H -3.3466 -0.8370 -2.3507 2.111 1.273 -0.420
H 0.7419 2.7605 1.9512 -0.358 -0.007 0.603
H 2.0425 1.5064 2.2953 -0.283 1.074 -0.542
H 1.9493 2.5787 0.7536 0.327 -0.401 0.650
H -2.0065 -2.3110 -0.9072 -0.124 1.221 0.096
H -2.6914 -0.9354 0.0126 -2.361 0.481 1.885
```
Forces are in eV/Å.

Listed below, in e, are the Löwdin charges computed for each atom: 0.1876, -0.0393, 0.0441, 0.0007, 0.1773, -0.1790, -0.0424, -0.0073, -0.1423, -0.0551, -0.0557, -0.3262, 0.1028, 0.1158, 0.0747, 0.0692, 0.0990, 0.1637, 0.0651, 0.0332, 0.1424, 0.0969, 0.1313, 0.1303, 0.1482, 0.0652